Record 1
18
Properties=species:S:1:pos:R:3:forces:R:3 method="wB97M-V/def2-TZVPD" e_above_lowest_kcal_mol=47.3 spin_multiplicity=2 mol_weight_g_mol=97.2 s_squared=0.763 lumo_energy_ev="-5.41 / -8.43" total_charge=+1 gap_ev="9.99 / 6.83" total_energy_ev=-7880.23488 e_homo_ev="-15.4 / -15.3"
H -1.149 2.099 0.493 0.1 -0.4 -0.2
H -0.346 0.332 2.680 -0.1 -0.1 0.0
H -1.765 -0.379 0.797 0.2 0.0 -0.2
N 1.529 -1.212 0.394 -1.0 0.2 0.6
C 1.692 -1.615 -0.811 0.3 -0.2 0.6
H -1.081 2.588 -1.192 0.0 0.0 0.1
C 0.336 -0.707 0.909 0.4 -0.4 -1.9
C -0.772 0.457 -1.027 -0.8 0.7 1.2
C -0.927 -0.628 0.137 -0.3 0.0 -0.8
H 0.050 0.211 -1.677 0.4 0.1 0.0
H 0.966 -1.501 -1.612 0.2 0.2 -0.1
H 0.422 2.188 -0.392 -0.7 -0.2 0.2
H -1.649 0.419 -1.679 -0.1 -0.4 0.4
H 1.428 -0.288 2.630 0.1 0.1 0.4
C -0.652 1.894 -0.464 1.0 0.3 -0.7
H 2.641 -2.119 -0.976 -0.2 -0.2 -0.3
C 0.457 -0.188 2.178 0.4 0.5 0.6
H -1.183 -1.550 -0.386 0.1 -0.3 0.3

***

Record 2
72
Properties=species:S:1:pos:R:3:forces:R:3 method="wB97M-V/def2-TZVPD" e_above_lowest_kcal_mol=2.0 spin_multiplicity=6 mol_weight_g_mol=610.9 s_squared=8.762 lumo_energy_ev="-11.01 / -10.60" total_charge=+3 gap_ev="3.36 / 3.77" total_energy_ev=-83072.15632 e_homo_ev="-14.4 / -14.4"
H -1.409 2.030 3.048 0.5 0.3 0.3
H -0.944 0.051 4.725 -0.2 -0.2 0.0
C 3.879 -4.521 -3.830 0.0 0.7 0.2
C 2.148 0.599 -0.699 0.2 1.9 -1.5
H -2.712 3.845 1.969 -0.1 0.1 -0.1
H -3.458 -1.621 -0.553 0.0 0.1 -0.3
H -3.376 4.451 0.418 0.2 -0.1 0.2
C -0.156 -2.405 3.028 0.4 0.2 -0.3
H -3.555 3.363 -1.667 0.3 -0.2 -0.1
C -4.064 1.629 0.561 0.1 -0.5 0.3
H 3.566 3.519 2.025 0.4 0.1 -0.1
H 5.665 -5.678 -4.190 -0.2 0.1 0.0
H 0.501 -2.625 -0.788 -0.4 -0.1 0.0
H 3.253 -1.464 -5.175 0.3 0.1 0.2
C 1.841 3.946 3.880 -0.4 0.0 0.1
P -2.404 2.267 0.141 -1.3 0.9 -0.4
H 5.562 -1.792 -6.030 -0.1 -0.2 0.0
H -3.099 -2.087 -2.238 0.1 0.2 0.2
H -2.848 1.797 -2.224 -0.1 0.3 0.1
C 1.495 1.738 -1.129 1.8 -1.0 -0.2
C 3.831 -2.342 -4.897 -0.1 0.0 0.8
C 5.157 -4.733 -4.358 -0.1 0.3 -0.3
H -0.967 -1.365 -3.607 0.1 0.2 0.2
H 2.792 4.469 4.011 -0.4 -0.1 0.2
N 2.768 2.927 1.905 -0.4 -0.1 0.3
C -2.986 -1.293 -1.487 -0.2 0.2 0.3
H -3.102 -2.664 3.109 0.2 0.2 -0.3
H 1.579 2.726 -0.636 -0.1 -0.6 0.1
C 3.284 -3.253 -3.976 1.2 -1.0 -0.8
H 0.970 1.809 -2.090 0.2 -0.4 0.3
C -2.829 -2.075 2.218 -0.1 0.3 -0.5
C 1.725 3.096 2.770 -0.4 -0.5 -0.5
H -2.648 -2.752 1.373 -0.1 0.1 0.3
H -1.340 3.532 5.049 0.4 0.0 -0.2
C 5.106 -2.553 -5.403 0.0 -0.4 -0.1
P -1.215 -0.948 -1.209 -0.5 -1.1 -1.2
H -4.809 2.379 0.254 0.2 -0.3 0.1
H -4.262 0.674 0.059 0.0 0.3 0.1
C -0.489 2.580 3.328 0.3 0.5 0.6
H 1.703 -3.392 -1.956 0.9 -0.3 -0.8
H -1.611 4.483 0.745 -0.2 0.1 0.0
H 2.261 -0.292 -1.321 -0.5 0.0 -0.1
C -2.680 2.698 -1.619 0.5 -0.2 -0.1
H -1.147 0.376 -3.246 0.0 -0.2 0.0
C -0.443 3.420 4.434 -0.9 -0.8 -0.6
H 2.798 0.564 0.183 -0.2 0.3 0.1
H 0.414 -0.441 -2.979 -0.3 -0.1 0.0
H 0.805 4.749 5.590 0.0 -0.1 -0.1
H 0.755 -1.955 3.441 -0.1 -0.2 0.0
H -3.486 -0.389 -1.855 0.0 -0.3 0.1
C -2.540 3.926 0.893 0.5 0.0 0.2
S 1.842 -2.729 -3.135 -1.2 0.4 0.3
H -2.067 -1.343 4.906 0.1 0.2 -0.2
C 0.745 4.098 4.723 0.8 0.0 -0.5
H 0.118 -2.967 2.127 0.0 0.0 0.3
H -2.632 0.209 4.212 0.1 -0.2 0.1
C -0.595 -2.652 -0.886 0.3 0.1 0.2
C -0.675 -0.560 -2.922 0.2 0.2 0.1
H -0.868 -3.324 -1.714 0.1 0.2 0.2
H -1.004 -3.052 0.052 0.0 0.1 -0.3
H -3.662 -1.408 1.954 0.1 -0.3 0.1
H 2.671 2.460 1.016 0.1 0.3 0.4
N 0.587 2.383 2.509 0.2 0.4 -0.1
Sm -0.039 0.752 0.762 -1.0 0.5 1.7
C 5.796 -3.733 -5.103 -0.2 0.0 0.2
H -0.607 -3.076 3.773 0.1 0.2 -0.2
P -1.333 -1.071 2.597 -0.7 -1.5 1.2
C -1.787 -0.487 4.276 0.1 0.6 -0.1
H 3.335 -5.307 -3.313 0.3 0.1 0.1
H -1.795 3.216 -2.009 -0.3 0.0 -0.1
H 6.819 -3.877 -5.463 -0.5 0.0 0.1
H -4.131 1.467 1.644 -0.1 0.1 -0.2

***

Record 3
8
Properties=species:S:1:pos:R:3:forces:R:3 method="wB97M-V/def2-TZVPD" e_above_lowest_kcal_mol=126.0 spin_multiplicity=1 mol_weight_g_mol=106.6 lumo_energy_ev="-2.90 / -2.94" gap_ev="5.45 / 5.36" total_energy_ev=-26510.49837 e_homo_ev="-8.4 / -8.3"
H -0.166 1.827 0.438 -0.2 -1.0 0.1
C 1.339 -0.522 -0.207 -1.4 3.0 1.3
S -3.211 1.162 -0.076 3.8 -0.6 0.7
C 0.005 -0.325 0.099 1.4 -1.7 -0.4
H 1.539 -1.483 -0.592 1.0 -0.7 -0.4
H 2.053 0.320 -0.013 -0.5 -1.1 -0.6
Cl -0.877 -1.818 0.004 -0.7 -0.3 0.0
C -0.682 0.840 0.347 -3.5 2.4 -0.8

***

Record 4
30
Properties=species:S:1:pos:R:3:forces:R:3 method="wB97M-V/def2-TZVPD" e_above_lowest_kcal_mol=195.0 spin_multiplicity=1 mol_weight_g_mol=314.1 lumo_energy_ev=-7.36 total_charge=+2 gap_ev=3.54 total_energy_ev=-51234.40838 e_homo_ev=-10.9
H -5.304 11.711 6.113 0.2 0.2 -0.2
O -7.327 14.111 12.901 -4.4 1.7 2.2
H -2.304 14.891 15.702 0.0 -0.3 0.2
H -2.322 15.320 14.251 0.0 -0.2 -0.4
Na -9.488 10.815 8.033 0.5 -0.2 0.0
O -5.719 12.518 12.629 0.9 -2.4 -0.4
H -3.459 17.830 8.924 0.2 0.2 0.0
H -7.983 15.114 7.755 0.5 -0.1 0.3
O -3.886 12.339 16.653 -0.3 0.3 0.2
H -8.948 15.054 6.591 -0.1 0.0 -0.3
H -4.065 12.161 15.730 -0.1 -0.1 -0.5
Na -6.141 17.904 14.123 0.4 -0.5 -0.5
O -5.843 8.103 14.079 -0.1 -0.1 -0.1
H -6.058 7.990 15.005 0.0 -0.1 0.2
O -6.925 13.419 10.665 -0.2 -0.3 -1.2
H -2.965 12.106 16.769 0.3 -0.1 0.1
O -3.770 17.037 8.487 -0.1 0.0 -0.2
Na -7.956 14.084 17.062 0.3 -0.4 -0.2
H -2.624 11.606 11.677 -0.4 0.0 0.1
O -5.653 10.948 6.574 -0.6 -0.2 0.0
H -1.650 12.484 10.920 0.0 0.2 -0.1
O -5.321 14.747 12.001 1.4 1.7 -1.4
H -4.316 16.601 9.141 -0.1 -0.3 0.2
H -5.404 11.085 7.488 0.3 0.0 0.3
S -6.294 13.662 11.964 0.8 0.5 1.5
Na -10.640 15.378 11.251 0.7 -0.2 0.1
H -5.905 9.046 13.932 0.1 0.3 -0.2
O -8.327 15.635 7.029 -0.3 0.1 0.2
O -1.879 15.484 15.083 -0.1 0.4 0.1
O -1.772 11.590 11.240 0.2 -0.2 0.0

***

Record 5
33
Properties=species:S:1:pos:R:3:forces:R:3 method="wB97M-V/def2-TZVPD" e_above_lowest_kcal_mol=0.0 spin_multiplicity=1 mol_weight_g_mol=444.6 lumo_energy_ev=-15.90 total_charge=+3 gap_ev=3.02 total_energy_ev=-29183.21752 e_homo_ev=-18.9
N 2.956 -0.176 -3.042 -0.7 -0.6 0.4
H 2.433 3.273 4.132 0.1 -0.2 -0.3
H 2.247 2.260 5.521 0.2 0.2 0.1
N -4.403 1.199 -0.989 -0.3 -0.1 -0.1
H 0.866 -4.396 -0.672 -0.2 -0.1 -0.3
N -0.075 1.569 5.083 -0.3 -0.4 -0.6
H 0.012 1.665 6.085 0.4 0.2 -0.1
C 0.254 -2.499 -1.386 -1.3 -1.7 -0.9
N 1.972 2.499 4.582 -0.6 -0.6 -0.4
O 2.179 0.841 -1.153 -0.3 0.2 0.9
Tl -0.231 0.928 0.493 0.0 -0.6 -0.3
H -5.216 1.178 -1.587 -0.1 0.5 0.1
O 0.154 -1.278 -1.119 0.2 1.0 0.3
C -3.966 0.040 -0.516 0.3 -0.5 -0.3
N 3.890 1.771 -2.294 -0.1 0.6 1.0
O 0.344 2.215 2.976 -0.3 -0.2 -1.5
H 4.664 1.744 -2.943 -0.1 -0.3 -0.1
H -0.654 -2.479 -3.292 0.1 0.1 -0.1
N 0.648 -3.430 -0.496 0.3 1.2 0.6
N -4.737 -1.052 -0.685 0.1 -0.2 0.0
H 0.044 -3.983 -2.660 -0.4 -0.1 -1.0
H 3.972 2.442 -1.540 0.0 0.0 -0.2
H -5.505 -1.089 -1.341 0.0 0.3 0.0
H 2.229 -0.867 -2.955 0.1 0.0 0.0
N -0.125 -2.993 -2.611 1.0 0.3 1.8
H 0.796 -3.114 0.449 0.2 -0.1 -0.1
H -4.427 -1.965 -0.387 0.3 0.2 0.2
H 3.681 -0.377 -3.712 0.1 0.4 0.0
H -0.984 1.255 4.776 0.1 -0.1 -0.1
C 2.971 0.801 -2.130 0.7 -0.2 -1.5
C 0.777 2.048 4.142 0.1 0.9 2.1
H -3.946 2.062 -0.751 0.0 0.1 -0.2
O -2.821 -0.091 0.019 0.5 0.0 0.3

***

Record 6
58
Properties=species:S:1:pos:R:3:forces:R:3 method="wB97M-V/def2-TZVPD" e_above_lowest_kcal_mol=139.5 spin_multiplicity=1 mol_weight_g_mol=372.5 lumo_energy_ev=-2.84 total_charge=+1 gap_ev=7.77 total_energy_ev=-54535.08341 e_homo_ev=-10.6
C 1.462 0.095 0.382 0.6 3.7 -0.5
H 1.952 2.437 1.482 -2.0 3.9 -1.1
C 0.592 -1.575 -1.177 -0.8 -0.5 0.1
H -1.243 -1.762 2.850 0.8 -0.2 -2.5
H -2.420 -3.007 0.873 -1.0 0.5 0.3
H -1.627 -0.324 -0.849 0.8 1.1 0.3
H 3.253 -0.171 2.764 -0.7 2.2 0.6
C -1.116 -1.133 -4.272 1.1 0.5 -2.8
O -0.928 3.048 -0.135 -1.1 -2.5 0.5
C 0.478 -0.109 -0.763 1.7 -1.1 1.7
H 4.153 0.702 0.411 0.6 -0.4 -2.2
H -1.651 -0.623 -5.117 1.0 0.2 0.5
H -1.014 -0.545 0.647 0.4 1.4 -1.0
H -0.505 3.758 4.281 -0.3 0.5 0.4
H -3.444 -2.189 -2.973 0.6 0.4 1.8
H -1.173 1.071 0.031 0.4 0.6 -0.2
H -0.946 3.703 2.756 1.2 -0.9 1.7
O -3.423 2.860 -1.374 -2.4 2.6 0.5
O 1.430 3.375 1.214 2.5 -3.2 1.7
H -1.668 3.400 -0.596 -0.8 0.6 -0.3
H -4.045 -2.776 0.731 1.3 -0.2 -0.1
H -0.337 -2.499 1.619 -1.0 1.4 1.5
H 0.800 0.545 -1.545 -0.8 0.7 -0.7
H -0.717 -4.166 -0.191 0.9 -1.2 2.8
H -0.404 -1.977 -1.346 0.0 0.3 -0.3
H 1.339 3.743 2.117 -0.2 -0.2 -0.5
N -0.899 0.121 -0.220 -1.6 -2.8 0.2
O 4.031 1.121 1.224 -0.3 1.1 2.6
H 4.344 2.017 1.243 0.5 0.5 -0.6
H 0.776 0.738 3.391 -3.6 -0.8 -0.2
H -2.823 3.280 -1.987 0.4 -0.1 -0.8
H 0.302 -4.300 2.771 0.2 1.0 -2.3
H -3.036 -2.206 -1.394 -0.8 -1.8 2.0
S 1.489 -1.979 -2.770 -0.5 0.7 0.4
O -0.767 -3.932 -1.075 -1.2 0.2 -2.1
H 1.316 1.080 0.951 -0.1 -1.4 -1.5
H -1.070 -2.134 -4.657 -0.3 -0.8 0.6
H -1.703 -0.947 -3.426 -0.1 -0.1 1.2
O 0.669 -3.772 1.965 1.0 -1.4 3.8
H 1.515 4.095 -2.547 0.6 0.2 -0.3
O -3.033 -1.736 -2.187 -0.4 1.5 -3.4
H -4.132 3.622 -1.295 1.8 -2.5 0.0
S 0.678 -0.634 -4.180 -0.7 -0.2 1.0
H 1.537 -0.561 1.169 -0.7 -2.2 1.5
H 2.511 0.105 0.052 -0.9 0.0 -0.5
O -1.017 -1.751 1.854 0.2 -1.1 1.4
H 1.263 3.486 -4.023 0.0 0.5 1.5
H 1.524 -3.542 2.455 -1.0 0.2 -1.6
O 3.511 -0.977 2.406 -0.9 -3.6 0.3
H 4.347 -0.830 2.026 1.5 0.3 -0.5
O 0.909 3.623 -3.111 -0.6 -0.7 -1.1
O -0.370 3.277 3.473 -1.0 0.4 -2.1
O -3.171 -2.823 0.281 -0.5 -0.2 0.0
H -1.716 -3.740 -1.115 0.1 -0.1 -0.7
H 1.966 0.914 4.025 1.6 0.2 1.8
O 1.600 1.066 3.183 2.0 0.8 -1.1
H -0.244 3.656 -0.026 1.9 1.5 0.3
H 0.895 -2.220 -0.275 0.4 0.8 -1.7